1.
C6H8N2 | wB97M-V/def2-TZVPD

The geometry in XYZ format:
```
16
Properties=species:S:1:pos:R:3:mulliken_charge:R:1
C -1.046 2.307 0.096 -0.964
C -0.736 0.933 0.152 -0.190
C 0.040 -0.897 1.309 -0.916
C 0.569 -0.946 0.136 0.419
C 0.723 -0.644 -1.783 -0.161
C 0.228 0.122 -0.568 0.284
H -0.235 2.803 0.784 0.235
H -2.099 3.040 0.445 0.266
H -1.001 2.619 -1.060 0.235
H -1.083 0.458 2.424 0.220
H 0.333 -1.597 2.059 0.372
H 2.069 -1.877 -0.479 0.305
H 1.509 -0.133 -2.407 0.231
H -0.122 -0.810 -2.466 0.216
N -0.742 0.320 1.488 -0.078
N 1.023 -1.714 -0.823 -0.475
```

Energy relative to the best compared isomer or geometry (same formula, charge and spin) (kJ/mol): 552.7
Total charge: 0
Orbital gap (eV): 8.34
DFT total energy (a.u.): -342.7234
Multiplicity: 1
Highest occupied orbital energy (eV): -7.397



2.
C6H8N2 | wB97M-V/def2-TZVPD

The geometry in XYZ format:
```
16
Properties=species:S:1:pos:R:3:mulliken_charge:R:1
C 0.090 0.323 -2.041 0.438
C 1.285 0.437 -2.885 -0.327
C -0.104 0.154 -0.848 -0.619
C 0.090 -1.018 1.301 -1.169
C -1.726 0.964 0.706 -1.326
C -0.861 -0.284 0.308 0.867
N 2.238 0.227 -2.105 0.171
N 2.499 -0.445 -1.077 -0.430
H 3.236 0.093 -0.636 0.244
H -0.450 -1.908 1.667 0.328
H 0.248 -0.231 2.079 0.249
H 0.958 -1.256 0.715 0.344
H -2.250 1.513 -0.129 0.327
H -1.174 1.741 1.329 0.333
H -2.530 0.727 1.487 0.347
H -1.548 -1.038 0.130 0.222
```

Energy relative to the best compared isomer or geometry (same formula, charge and spin) (kJ/mol): 708.3
Total charge: 0
Orbital gap (eV): 8.01
DFT total energy (a.u.): -342.6642
Multiplicity: 1
Highest occupied orbital energy (eV): -9.171